An isolated molecule of C20H22N4O4S at a distorted geometry. Source: OMol25; level of theory: ωB97M-V/def2-TZVPD.

Summary:
- Max |F|: 1.14 eV/A
- Gap between HOMO and LUMO: 8.495 eV
- HOMO level: -8.629 eV
- Relative energy (zero: lowest compared OMol25 entry of this formula, charge and spin): 162.2 kJ/mol
- E: -1693.51428 Eh
- Charge: 0

Element x y z (Å)
C: 0.007 0.579 3.922
N: -1.050 0.942 3.005
C: -1.444 2.212 2.820
O: -0.965 3.169 3.387
C: -2.604 2.350 1.816
N: -2.159 2.126 0.454
N: -1.570 0.960 0.234
C: -1.091 0.649 -0.929
C: -1.138 1.571 -2.037
C: -0.523 1.354 -3.277
C: -0.623 2.297 -4.274
C: -1.326 3.482 -4.066
C: -1.906 3.731 -2.843
C: -1.810 2.787 -1.818
C: -2.391 3.097 -0.509
O: -3.021 4.103 -0.251
H: -2.435 4.649 -2.638
H: -1.400 4.209 -4.860
H: -0.147 2.119 -5.228
H: 0.043 0.449 -3.439
C: -0.483 -0.686 -1.018
C: 0.361 -1.114 0.000
C: 0.936 -2.370 -0.028
C: 0.684 -3.255 -1.070
C: -0.180 -2.823 -2.078
C: -0.755 -1.567 -2.063
H: -1.444 -1.283 -2.844
H: -0.410 -3.500 -2.887
C: 1.273 -4.626 -1.151
H: 2.114 -4.635 -1.844
H: 1.618 -4.956 -0.177
H: 0.530 -5.327 -1.527
S: 2.057 -2.677 1.356
O: 1.631 -1.837 2.438
O: 2.207 -4.078 1.615
N: 3.542 -2.102 0.854
C: 4.186 -2.878 -0.174
H: 4.009 -3.926 0.050
H: 3.801 -2.640 -1.175
H: 5.258 -2.683 -0.154
C: 3.629 -0.673 0.699
H: 3.100 -0.220 1.534
H: 3.189 -0.328 -0.247
H: 4.676 -0.371 0.733
H: 0.566 -0.466 0.836
H: -2.995 3.369 1.859
H: -3.393 1.635 2.068
H: -1.447 0.214 2.431
H: 0.573 1.478 4.161
H: 0.658 -0.173 3.477
H: -0.414 0.174 4.845

These are the natural (NBO) partial charges, in e, on atoms 1 to 2: number 1, C, carries -0.436; number 2, N, carries -0.608